(1)
{
  "formula": "C4H4N2O",
  "method": "ωB97M-V/def2-TZVPD",
  "e_lumo_ev": 0.39,
  "e_homo_ev": -9.344,
  "e_tot_ha": -339.569531,
  "e_above_lowest_ev": 0.330,
  "symbols": ["O", "C", "C", "C", "N", "C", "N", "H", "H", "H", "H"],
  "coordinates": [[2.296, -1.335, 0.332], [1.274, -0.801, -0.041], [1.105, 0.673, -0.128], [-0.135, 1.185, -0.013], [-1.213, 0.321, 0.087], [-1.023, -1.023, -0.110], [0.113, -1.577, -0.321], [1.992, 1.305, -0.123], [-0.370, 2.247, 0.033], [-2.138, 0.668, 0.273], [-1.902, -1.661, 0.012]]
}

***

(2)
{
  "formula": "H14O7",
  "method": "ωB97M-V/def2-TZVPD",
  "e_lumo_ev": -1.79,
  "e_homo_ev": -10.231,
  "e_tot_ha": -534.927261,
  "e_above_lowest_ev": 5.349,
  "symbols": ["O", "H", "H", "H", "O", "H", "O", "H", "H", "O", "H", "H", "O", "H", "H", "O", "H", "H", "O", "H", "H"],
  "coordinates": [[-59.128, -24.018, -12.897], [-60.133, -23.532, -12.982], [-59.274, -24.871, -13.384], [-58.540, -23.358, -13.435], [-57.313, -22.141, -13.947], [-56.526, -22.611, -13.909], [-59.582, -20.351, -13.795], [-60.229, -20.830, -13.199], [-58.842, -20.816, -14.038], [-55.207, -24.992, -14.390], [-54.246, -25.235, -14.541], [-55.165, -24.046, -14.331], [-57.276, -21.242, -11.179], [-57.237, -21.612, -12.062], [-57.414, -20.333, -11.218], [-55.411, -20.171, -13.808], [-56.295, -20.700, -13.777], [-54.821, -20.606, -14.532], [-57.015, -21.021, -16.499], [-56.696, -20.245, -16.416], [-57.091, -21.461, -15.583]]
}

***

(3)
{
  "formula": "C41H39BeN3O7P2",
  "method": "ωB97M-V/def2-TZVPD",
  "e_lumo_ev": -3.12,
  "e_homo_ev": -7.693,
  "e_tot_ha": -2973.770372,
  "e_above_lowest_ev": 1.400,
  "symbols": ["Be", "C", "C", "C", "C", "C", "C", "C", "C", "C", "H", "H", "H", "H", "H", "H", "H", "H", "H", "H", "H", "H", "H", "H", "H", "P", "P", "C", "C", "C", "C", "C", "C", "C", "C", "C", "C", "C", "C", "C", "C", "C", "C", "C", "C", "C", "C", "C", "C", "C", "C", "C", "C", "H", "H", "H", "H", "H", "H", "H", "H", "H", "H", "H", "H", "H", "H", "H", "H", "H", "H", "H", "H", "H", "H", "O", "N", "O", "C", "C", "C", "C", "O", "C", "C", "N", "O", "O", "N", "O", "O", "H", "H"],
  "coordinates": [[-1.620, 1.958, -0.822], [2.789, 2.576, 3.522], [2.937, 1.406, 2.869], [2.618, 0.013, 3.309], [1.102, -0.351, 3.042], [0.196, 0.609, 3.749], [0.389, 1.359, 4.832], [1.634, 1.652, 5.599], [2.321, 2.852, 4.935], [-1.762, 0.346, -0.254], [3.055, 3.498, 2.986], [3.387, 1.448, 1.863], [2.737, -0.170, 4.397], [3.227, -0.720, 2.735], [0.912, -0.398, 1.956], [0.905, -1.387, 3.371], [-0.680, 0.886, 3.113], [-0.462, 1.873, 5.303], [2.300, 0.796, 5.636], [1.321, 1.912, 6.620], [1.611, 3.708, 4.876], [3.148, 3.196, 5.576], [-2.589, 0.397, 0.470], [-0.898, 0.002, 0.316], [-1.965, -0.370, -1.067], [0.922, -0.596, -2.723], [-1.550, -2.489, -1.479], [1.082, -1.690, -1.313], [0.166, -2.652, -1.023], [1.832, -1.692, -3.995], [2.675, -2.767, -3.653], [3.393, -3.447, -4.651], [3.235, -3.123, -6.002], [2.299, -2.136, -6.347], [1.581, -1.446, -5.362], [2.222, 0.627, -2.222], [1.875, 1.642, -1.312], [2.787, 2.611, -0.897], [4.058, 2.635, -1.488], [4.453, 1.596, -2.341], [3.533, 0.609, -2.706], [-1.749, -4.162, -2.294], [-0.843, -4.561, -3.298], [-0.865, -5.872, -3.787], [-1.798, -6.799, -3.297], [-2.743, -6.384, -2.349], [-2.734, -5.068, -1.871], [-2.354, -2.829, 0.150], [-3.715, -2.473, 0.274], [-4.441, -2.779, 1.426], [-3.793, -3.423, 2.492], [-2.427, -3.717, 2.416], [-1.706, -3.377, 1.263], [1.972, -1.567, -0.689], [0.455, -3.560, -0.486], [2.791, -3.087, -2.612], [4.088, -4.233, -4.360], [3.819, -3.638, -6.775], [2.135, -1.900, -7.397], [0.826, -0.704, -5.650], [0.872, 1.669, -0.901], [2.511, 3.341, -0.125], [4.732, 3.460, -1.260], [5.477, 1.568, -2.729], [3.840, -0.168, -3.396], [-0.088, -3.862, -3.670], [-0.142, -6.190, -4.543], [-1.792, -7.835, -3.652], [-3.478, -7.094, -1.964], [-3.466, -4.762, -1.120], [-4.213, -1.956, -0.546], [-5.509, -2.532, 1.486], [-4.358, -3.688, 3.387], [-1.920, -4.226, 3.246], [-0.638, -3.572, 1.241], [-2.620, 8.248, 2.431], [-3.394, 7.492, 1.801], [-4.467, 7.871, 1.301], [-3.025, 6.094, 1.678], [-1.906, 5.655, 2.411], [-1.218, 4.502, 1.992], [-1.630, 3.790, 0.798], [-0.963, 2.777, 0.317], [-2.789, 4.266, 0.078], [-3.540, 5.346, 0.598], [-3.138, 3.744, -1.216], [-4.143, 4.139, -1.779], [-2.402, 2.803, -1.855], [0.098, 4.244, 2.536], [0.443, 4.921, 3.545], [0.804, 3.359, 2.007], [-1.552, 6.328, 3.207], [-4.481, 5.631, 0.123]]
}

***

(4)
{
  "formula": "C16H18BCaFN6",
  "method": "ωB97M-V/def2-TZVPD",
  "e_lumo_ev": [-2.16, -1.99],
  "e_homo_ev": [-6.284, -6.413],
  "e_tot_ha": -1751.178984,
  "symbols": ["H", "N", "B", "N", "C", "Ca", "H", "C", "H", "C", "H", "C", "H", "H", "H", "N", "N", "N", "N", "C", "C", "H", "H", "C", "C", "C", "C", "H", "H", "H", "H", "H", "F", "C", "C", "C", "C", "C", "C", "H", "H", "H", "H"],
  "coordinates": [[-0.231, 2.799, 1.379], [0.092, 1.599, -0.345], [0.731, 0.753, -2.662], [0.656, 1.877, -1.578], [1.093, 3.149, -1.615], [-1.271, -0.463, 0.214], [1.554, 3.526, -2.519], [0.801, 3.739, -0.383], [1.002, 4.753, -0.092], [0.176, 2.732, 0.376], [1.153, 1.189, -3.688], [-0.457, -2.805, 0.327], [-0.500, -3.169, 1.364], [0.387, -3.264, -0.189], [-1.387, -3.040, -0.218], [-0.676, 0.114, -2.844], [1.667, -0.315, -2.042], [-1.440, -0.368, -1.740], [1.296, -0.891, -0.842], [-1.391, -0.005, -3.974], [2.872, -0.772, -2.431], [-0.952, 0.339, -4.904], [3.324, -0.388, -3.334], [-2.630, -0.571, -3.668], [3.288, -1.719, -1.491], [-2.629, -0.779, -2.282], [2.278, -1.745, -0.512], [-3.422, -0.786, -4.360], [4.183, -2.308, -1.508], [-3.428, -1.175, -1.656], [2.185, -2.388, 0.352], [-2.583, 1.726, 0.287], [-0.597, -0.224, 6.729], [-0.534, -0.152, 5.355], [-1.279, 0.828, 4.708], [-1.255, 0.858, 3.284], [-0.535, -0.105, 2.638], [0.245, -1.043, 3.251], [0.247, -1.081, 4.678], [-1.867, 1.547, 5.273], [-1.825, 1.625, 2.753], [0.830, -1.775, 2.690], [0.830, -1.822, 5.219]]
}

***

(5)
{
  "formula": "C30H30N11OPtS2",
  "method": "ωB97M-V/def2-TZVPD",
  "total_charge": 3,
  "e_lumo_ev": -11.83,
  "e_homo_ev": -15.165,
  "e_tot_ha": -2753.475124,
  "symbols": ["Pt", "N", "C", "C", "C", "N", "H", "H", "H", "H", "H", "H", "H", "H", "H", "H", "C", "N", "C", "N", "C", "N", "C", "C", "C", "C", "C", "C", "C", "N", "N", "C", "O", "C", "C", "C", "C", "C", "C", "N", "C", "N", "C", "N", "C", "H", "H", "H", "H", "H", "H", "H", "H", "H", "H", "H", "H", "H", "H", "H", "H", "S", "C", "N", "C", "C", "C", "C", "C", "C", "S", "H", "H", "H", "H"],
  "coordinates": [[0.134, 0.274, -0.048], [0.208, 0.190, 2.232], [1.298, 0.875, 2.961], [2.673, 0.294, 2.665], [3.199, 0.583, 1.270], [2.427, -0.111, 0.224], [-0.684, 0.592, 2.521], [0.200, -0.793, 2.508], [1.122, 0.795, 4.038], [1.268, 1.933, 2.696], [2.675, -0.787, 2.842], [3.372, 0.735, 3.375], [4.247, 0.273, 1.234], [3.171, 1.653, 1.066], [2.422, -1.109, 0.425], [2.871, 0.016, -0.683], [0.927, 0.742, -5.770], [0.545, 0.308, -4.414], [0.386, 1.003, -3.291], [0.197, 0.146, -2.281], [0.242, -1.085, -2.872], [0.458, -1.006, -4.149], [2.333, 1.287, -5.718], [3.457, 0.498, -5.962], [4.729, 0.990, -5.697], [4.901, 2.255, -5.150], [3.781, 3.058, -4.950], [2.510, 2.584, -5.286], [3.734, 4.300, -4.200], [2.797, 5.196, -4.342], [2.799, 5.963, -3.253], [3.730, 5.518, -2.454], [4.402, 4.499, -3.039], [3.732, 5.759, -1.020], [4.813, 5.621, -0.152], [4.577, 5.631, 1.217], [3.282, 5.723, 1.717], [2.200, 5.834, 0.846], [0.765, 5.737, 1.297], [0.189, 4.482, 0.784], [0.798, 3.319, 0.606], [-0.081, 2.446, 0.102], [-1.241, 3.161, -0.021], [-1.089, 4.390, 0.381], [2.440, 5.914, -0.511], [0.228, 1.500, -6.124], [0.857, -0.144, -6.398], [0.379, 2.077, -3.219], [0.109, -2.020, -2.360], [3.339, -0.494, -6.380], [5.592, 0.369, -5.890], [5.887, 2.619, -4.897], [1.665, 3.247, -5.158], [5.818, 5.508, -0.534], [5.407, 5.552, 1.904], [3.118, 5.735, 2.788], [0.155, 6.549, 0.901], [0.695, 5.749, 2.385], [1.839, 3.135, 0.803], [-2.164, 2.783, -0.425], [1.625, 6.055, -1.208], [-2.275, -0.452, -0.007], [-1.491, -1.956, 0.022], [-0.181, -2.013, -0.001], [0.297, -3.306, -0.011], [1.622, -3.745, -0.088], [1.878, -5.098, -0.084], [0.840, -6.037, 0.002], [-0.474, -5.627, 0.061], [-0.744, -4.262, 0.042], [-2.297, -3.497, 0.068], [2.437, -3.036, -0.171], [2.898, -5.451, -0.154], [1.078, -7.091, 0.016], [-1.282, -6.343, 0.117]]
}

***

(6)
{
  "formula": "C28H64IN8O9",
  "method": "ωB97M-V/def2-TZVPD",
  "total_charge": -1,
  "e_lumo_ev": 1.76,
  "e_homo_ev": -2.584,
  "e_tot_ha": -2518.283302,
  "symbols": ["C", "C", "O", "C", "C", "I", "H", "H", "H", "H", "H", "H", "H", "H", "C", "C", "O", "N", "C", "H", "H", "H", "H", "H", "H", "H", "C", "C", "O", "N", "C", "H", "H", "H", "H", "H", "H", "H", "C", "C", "O", "N", "C", "H", "H", "H", "H", "H", "H", "H", "C", "C", "O", "N", "C", "H", "H", "H", "H", "H", "H", "H", "C", "C", "O", "N", "C", "H", "H", "H", "H", "H", "H", "H", "C", "C", "O", "N", "C", "H", "H", "H", "H", "H", "H", "H", "C", "C", "O", "N", "C", "H", "H", "H", "H", "H", "H", "H", "C", "C", "O", "N", "C", "H", "H", "H", "H", "H", "H", "H"],
  "coordinates": [[1.467, 3.162, -3.211], [2.218, 2.468, -2.083], [1.283, 2.217, -0.998], [2.903, 1.163, -2.509], [4.094, 0.614, -1.720], [5.732, 2.160, -1.687], [0.787, 2.468, -3.726], [2.194, 3.521, -3.949], [0.892, 4.014, -2.828], [2.981, 3.147, -1.693], [1.791, 2.360, -0.205], [2.140, 0.365, -2.400], [3.134, 1.220, -3.585], [3.819, 0.656, -0.640], [3.950, 6.469, -2.030], [3.970, 5.921, -0.622], [3.156, 5.091, -0.251], [4.937, 6.382, 0.213], [5.965, 7.358, -0.061], [3.136, 5.986, -2.560], [3.795, 7.550, -2.030], [4.887, 6.246, -2.541], [4.937, 5.944, 1.119], [6.959, 6.916, 0.033], [5.891, 8.205, 0.625], [5.860, 7.731, -1.075], [4.575, -2.443, 2.458], [3.843, -2.844, 1.195], [4.226, -3.778, 0.507], [2.737, -2.135, 0.869], [2.119, -1.052, 1.593], [5.427, -3.106, 2.573], [4.930, -1.414, 2.389], [3.929, -2.528, 3.334], [2.332, -2.395, -0.017], [1.091, -1.316, 1.851], [2.107, -0.141, 0.990], [2.664, -0.850, 2.510], [-1.382, 0.859, -1.991], [-2.401, 0.148, -2.844], [-2.182, -0.928, -3.381], [-3.628, 0.724, -2.956], [-4.116, 1.952, -2.376], [-0.466, 0.278, -1.956], [-1.142, 1.849, -2.378], [-1.766, 0.981, -0.975], [-4.292, 0.176, -3.480], [-4.937, 1.728, -1.691], [-4.500, 2.625, -3.145], [-3.334, 2.472, -1.828], [0.477, 7.559, 3.385], [1.918, 7.118, 3.241], [2.847, 7.835, 3.591], [2.136, 5.898, 2.704], [1.174, 4.935, 2.211], [0.476, 8.553, 3.823], [-0.027, 7.583, 2.418], [-0.079, 6.878, 4.030], [3.110, 5.661, 2.605], [1.269, 3.991, 2.752], [1.350, 4.750, 1.151], [0.162, 5.307, 2.338], [-5.594, -2.169, -4.199], [-6.349, -1.693, -2.979], [-6.651, -0.517, -2.828], [-6.651, -2.617, -2.032], [-6.340, -4.032, -2.033], [-5.441, -1.318, -4.856], [-4.621, -2.579, -3.924], [-6.155, -2.936, -4.735], [-7.123, -2.231, -1.230], [-7.245, -4.634, -1.945], [-5.674, -4.290, -1.210], [-5.838, -4.312, -2.953], [3.771, -6.520, 1.885], [3.339, -7.857, 2.433], [2.352, -7.997, 3.137], [4.108, -8.938, 2.108], [5.298, -8.970, 1.287], [3.071, -5.758, 2.209], [4.769, -6.257, 2.237], [3.796, -6.522, 0.796], [3.773, -9.803, 2.501], [5.159, -9.612, 0.414], [6.158, -9.338, 1.852], [5.530, -7.971, 0.934], [-4.655, 4.855, 2.286], [-3.263, 4.628, 1.736], [-2.503, 5.558, 1.532], [-2.894, 3.344, 1.479], [-3.679, 2.146, 1.692], [-4.781, 5.924, 2.430], [-5.417, 4.493, 1.595], [-4.791, 4.346, 3.241], [-1.964, 3.250, 1.096], [-3.188, 1.474, 2.399], [-3.836, 1.605, 0.756], [-4.649, 2.415, 2.096], [-3.620, -8.657, -0.454], [-4.413, -7.369, -0.428], [-5.168, -7.064, -1.336], [-4.245, -6.554, 0.648], [-3.379, -6.745, 1.792], [-3.869, -9.179, -1.373], [-2.548, -8.459, -0.433], [-3.868, -9.290, 0.399], [-4.795, -5.712, 0.607], [-3.954, -6.776, 2.719], [-2.643, -5.943, 1.866], [-2.842, -7.684, 1.698]]
}